The following is a quantum chemistry calculation of a molecular structure, C6H15BrMnNO6S in a non-equilibrium geometry, from the Open Molecules 2025 dataset.

Each line ends with the Löwdin charge.
Atoms and positions in Å:
Mn 22.286 18.260 -12.012  0.4849
Br 24.032 19.400 -10.506  -0.2002
S 21.395 15.735 -12.193  0.2597
O 22.301 16.418 -11.219  -0.4500
O 20.874 16.933 -12.948  -0.4314
O 22.152 14.887 -13.128  -0.3906
O 20.391 14.910 -11.524  -0.3724
C 24.802 17.147 -13.782  -0.0876
O 23.645 17.918 -13.635  -0.3030
C 23.511 18.928 -14.621  -0.1911
C 22.106 19.540 -14.569  -0.1624
N 21.717 19.984 -13.205  -0.1013
C 20.250 20.022 -13.013  -0.1763
C 19.948 19.957 -11.510  -0.1937
O 20.511 18.787 -10.944  -0.3084
C 19.639 18.007 -10.149  -0.0663
H 25.695 17.778 -13.867  0.0928
H 24.760 16.495 -14.663  0.0992
H 24.923 16.479 -12.933  0.1017
H 23.677 18.501 -15.613  0.1285
H 24.291 19.682 -14.446  0.1272
H 21.450 18.721 -14.875  0.1223
H 21.976 20.362 -15.277  0.1209
H 22.048 20.934 -13.079  0.1252
H 19.735 19.206 -13.515  0.1204
H 19.818 20.966 -13.372  0.1194
H 18.875 20.002 -11.305  0.1239
H 20.391 20.832 -11.015  0.1264
H 18.824 17.613 -10.771  0.1023
H 19.199 18.606 -9.349  0.0900
H 20.173 17.128 -9.803  0.0898

Computed properties:
gap between HOMO and LUMO (spin up / spin down)	6.4991 / 7.2909	eV
charge	-1
electronic energy	-4867.17219	Eh
<S²>	8.75
multiplicity	6
highest occupied orbital energy (spin up / spin down)	-3.85 / -4.67	eV

=====

The following is a quantum chemistry calculation of 2 unconnected molecules or ions with the total composition C3H3Cl in a non-equilibrium geometry, from the Open Molecules 2025 dataset.

Each line ends with the Löwdin charge.
Atoms and positions in Å:
C 0.795 0.799 0.490  0.0591
C 0.279 0.109 1.429  -0.1587
C -0.466 -0.265 0.254  -0.0565
Cl 0.190 0.511 4.057  -0.1125
H 1.533 1.349 -0.008  0.0844
H -1.459 -0.039 -0.010  0.0665
H -0.244 -1.347 -0.112  0.1177

Computed properties:
gap between HOMO and LUMO (spin up / spin down)	7.7930 / 7.4057	eV
electronic energy	-576.07714	Eh
multiplicity	1
highest occupied orbital energy (spin up / spin down)	-10.17 / -9.96	eV

=====

The following is a quantum chemistry calculation of a gas-phase ion, C5H7N2O2S (charge -1) in a non-equilibrium geometry, from the Open Molecules 2025 dataset.

Each line ends with the Löwdin charge.
Atoms and positions in Å:
C 0.776 -0.086 -0.024  -0.0935
C -1.071 -1.257 -0.006  -0.1961
C 0.107 1.069 0.033  -0.3779
C -1.350 -2.663 -0.031  -0.0889
C 0.540 2.483 -0.034  -0.0668
N -1.885 -0.304 0.006  -0.0105
N -1.349 0.984 0.049  -0.0322
O 2.858 -1.840 -0.311  -0.5946
O 3.090 0.746 -0.242  -0.5826
S 2.550 -0.525 0.351  0.6064
H -0.822 -3.151 -0.710  0.0225
H -1.193 -3.020 1.038  0.1087
H -2.363 -2.917 -0.116  0.0515
H 1.527 2.411 0.176  0.0173
H 0.237 3.011 -0.936  0.0842
H 0.154 3.202 0.656  0.0619
H -1.807 1.855 0.102  0.0906

Computed properties:
gap between HOMO and LUMO	7.0578	eV
charge	-1
electronic energy	-852.78206	Eh
multiplicity	1
highest occupied orbital energy	-3.30	eV

=====

> What is the electronic energy in the first record?

-4867.17219 Eh

=====

> Number 1 is which compound?

C6H15BrMnNO6S